Record 1
Below is a molecular structure, C34H58BFGaN4OP2, with properties calculated with ωB97M-V with the def2-TZVPD basis set.

Values from the calculation:
E_LUMO in eV: -2.742
Spin multiplicity: 1
DFT total energy in eV: -118555.12821
Relative energy (zero: lowest compared OMol25 entry of this formula, charge and spin) in kcal per mole: 0.0
Kohn-Sham gap in eV: 7.702
Net charge: +1

Last column: Mulliken charge in e.
Atoms and positions in Å:
Ga: -0.13047 0.14300 -0.00854  0.543
C: -3.07943 1.21023 -2.85473  -1.692
C: -3.10261 -0.31853 -3.02373  1.836
C: -4.19073 -0.91258 -2.12097  -1.933
C: -3.40201 -0.63873 -4.48747  -1.699
P: -1.43892 -0.89907 -2.35111  0.230
C: -0.24794 -0.11170 -3.56740  -1.655
N: 0.64687 0.82072 -2.89346  0.630
B: 0.85166 1.02848 -1.51003  0.368
N: 1.86924 1.99559 -1.34544  0.690
C: 2.42854 2.55699 -0.12549  -1.775
P: 1.59593 1.81487 1.37964  -0.144
C: 0.98022 3.34521 2.29334  2.222
C: 0.15189 4.13010 1.25843  -1.650
C: 0.04476 2.84164 3.40191  -1.954
C: 2.05706 4.25427 2.87927  -1.736
C: 2.99868 0.89431 2.22930  1.860
C: 4.18478 1.74022 2.68758  -1.693
C: 2.37892 0.13200 3.40792  -1.724
C: 3.47390 -0.13192 1.18720  -1.826
C: 2.27063 2.39461 -2.62155  0.299
C: 3.23226 3.30864 -3.01963  -0.721
C: 3.43519 3.49141 -4.38084  -0.844
C: 2.68953 2.78483 -5.31994  -0.824
C: 1.71931 1.87183 -4.92933  -0.817
C: 1.51284 1.68008 -3.57285  0.512
C: -1.16753 -2.75581 -2.54795  1.905
C: 0.34919 -2.99795 -2.53963  -1.773
C: -1.75639 -3.37759 -1.27048  -1.686
C: -1.77735 -3.41001 -3.78420  -1.927
H: -4.09560 1.60084 -2.94051  0.585
H: -2.47682 1.69336 -3.62502  0.276
H: -2.68210 1.50526 -1.88097  0.233
H: -5.14424 -0.41337 -2.30923  0.529
H: -3.94548 -0.78931 -1.06285  0.292
H: -4.33185 -1.97624 -2.31701  0.284
H: -4.29841 -0.09031 -4.78866  0.534
H: -3.59616 -1.69463 -4.64841  0.335
H: -2.58873 -0.33095 -5.14662  0.247
H: -0.79611 0.42031 -4.34629  0.724
H: 0.33215 -0.89634 -4.05546  0.549
H: 2.28921 3.64039 -0.12299  0.695
H: 3.50389 2.36931 -0.09656  0.823
H: -0.31190 3.46840 0.52016  0.087
H: 0.76326 4.85594 0.72259  0.403
H: -0.64276 4.68294 1.76291  0.513
H: -0.68892 2.13675 3.00362  0.409
H: -0.49278 3.68068 3.85019  0.533
H: 0.59378 2.34094 4.19898  0.235
H: 2.84050 4.47017 2.15050  0.271
H: 2.51703 3.81704 3.76241  0.316
H: 1.60539 5.20307 3.17994  0.508
H: 3.95307 2.31651 3.57959  0.331
H: 4.52300 2.42468 1.90751  0.237
H: 5.01674 1.07659 2.93468  0.521
H: 2.09417 0.80325 4.21849  0.324
H: 3.10087 -0.58365 3.80660  0.514
H: 1.49619 -0.42369 3.08292  0.180
H: 4.06237 0.32869 0.39284  0.294
H: 2.63173 -0.66637 0.74091  0.323
H: 4.11001 -0.86936 1.68009  0.624
H: 3.80969 3.86961 -2.29556  0.522
H: 4.18646 4.19471 -4.71377  0.413
H: 2.86802 2.94692 -6.37445  0.411
H: 1.14448 1.33070 -5.67024  0.498
H: 0.86156 -2.35946 -1.81379  0.211
H: 0.79437 -2.84659 -3.52301  0.420
H: 0.53967 -4.03404 -2.25365  0.558
H: -1.24226 -2.99498 -0.38616  0.188
H: -1.62729 -4.46200 -1.28976  0.540
H: -2.82320 -3.17336 -1.16593  0.329
H: -1.49618 -2.88794 -4.69993  0.326
H: -2.86420 -3.45955 -3.72223  0.314
H: -1.41139 -4.43744 -3.85562  0.518
F: 0.14769 -1.33402 0.94396  -0.731
C: -5.62090 0.78768 5.67057  -1.084
C: -4.33937 0.04489 5.30047  -0.437
N: -4.57155 -1.16387 4.52061  0.191
C: -5.16433 -2.31754 5.20473  -0.739
C: -6.60872 -2.56531 4.78257  -1.086
C: -4.21079 -1.33831 3.23132  0.141
O: -4.30602 -2.40209 2.63939  -0.678
C: -3.65852 -0.16680 2.45441  -0.588
C: -4.40012 0.96529 2.14205  0.098
C: -3.85842 1.91967 1.29037  -1.662
C: -2.60490 1.69918 0.76113  -0.157
N: -1.90345 0.59377 1.03667  1.720
C: -2.41320 -0.31841 1.86229  -0.589
H: -5.36893 1.71742 6.18111  0.410
H: -6.24144 0.19007 6.33793  0.324
H: -6.20888 1.02743 4.78420  0.241
H: -3.81477 -0.23851 6.21625  0.399
H: -3.67641 0.70311 4.74445  0.232
H: -5.09905 -2.12877 6.27567  0.414
H: -4.56441 -3.19620 4.96650  0.391
H: -7.22546 -1.68362 4.95954  0.280
H: -7.02383 -3.39920 5.34842  0.395
H: -6.64617 -2.81774 3.72459  0.303
H: -5.39985 1.09242 2.53657  0.579
H: -4.40721 2.81369 1.03065  0.496
H: -2.14330 2.40937 0.08664  0.431
H: -1.81904 -1.20786 2.03348  0.707

***

Record 2
Below is 2 unconnected molecules or ions with the total composition C2HF3I2, with properties calculated with ωB97M-V with the def2-TZVPD basis set.

Values from the calculation:
E_LUMO in eV: -0.880
Spin multiplicity: 1
DFT total energy in eV: -26440.23737
Relative energy (zero: lowest compared OMol25 entry of this formula, charge and spin) in kcal per mole: 67.3
Kohn-Sham gap in eV: 8.385

Last column: Mulliken charge in e.
Atoms and positions in Å:
C: -1.77945 0.39862 1.02089  -0.093
C: 1.27013 0.71210 0.96312  0.065
F: -1.33354 -0.79799 0.91469  -0.019
F: 0.91626 -0.30845 0.16840  -0.180
F: 2.56757 0.63957 1.06292  -0.198
I: -3.45727 0.68815 -0.17982  0.065
I: 0.57810 2.57872 0.17880  0.093
H: 0.91027 0.64139 1.92143  0.267

***

Record 3
Below is a gas-phase ion, C4H10N3 (charge +1), with properties calculated with ωB97M-V with the def2-TZVPD basis set.

Values from the calculation:
E_LUMO (alpha / beta) in eV: -3.030 / -6.922
Spin multiplicity: 3
<S²>: 2.01
DFT total energy in eV: -8766.69183
Relative energy (zero: lowest compared OMol25 entry of this formula, charge and spin) in kcal per mole: 86.3
Kohn-Sham gap (alpha / beta) in eV: 6.370 / 7.837
Net charge: +1

Last column: Mulliken charge in e.
Atoms and positions in Å:
C: 1.24369 0.57392 0.79011  0.008
C: -0.04309 0.51410 0.97711  -0.220
C: -0.49629 -0.26925 -1.61830  0.013
C: 2.05558 1.15592 1.86114  -1.137
N: -1.18028 -0.78816 -2.62233  -0.297
N: -0.78327 -0.46756 -0.34920  0.206
N: -1.74941 -1.32555 0.00773  -0.710
H: 1.69541 0.39208 -0.16604  0.291
H: -0.72324 0.52490 1.73809  0.484
H: 0.31907 0.43451 -1.75682  0.251
H: 2.62467 2.09937 1.73974  0.332
H: 1.54345 1.07965 2.73920  0.330
H: 2.89615 0.44898 1.84181  0.328
H: -0.91658 -0.61321 -3.54302  0.228
H: -2.81634 -0.97075 -0.15232  0.325
H: -1.58250 -1.44909 1.04774  0.320
H: -2.08701 -1.33986 -2.53465  0.247